No. 1
{
  "formula": "C6H10N2O3",
  "method": "wB97M-V/def2-TZVPD",
  "e_lumo_ha": 0.0092,
  "gap_ev": 9.703,
  "spin_multiplicity": 1,
  "smiles": "O=NN1CCC(C(=O)O)CC1",
  "elements": ["O", "N", "N", "C", "C", "C", "C", "O", "O", "C", "C", "H", "H", "H", "H", "H", "H", "H", "H", "H", "H"],
  "positions_angstrom": [[-2.715842, -2.434964, -0.567263], [-1.577137, -2.653040, -0.378553], [-0.703127, -1.520142, -0.522058], [0.425132, -1.788493, 0.293292], [1.179264, -0.480435, 0.669380], [0.390619, 0.882645, 0.532412], [1.576462, 2.009755, 0.226961], [2.731843, 1.847565, -0.118594], [1.069654, 3.215445, 0.606548], [-0.584328, 0.870243, -0.718972], [-1.475635, -0.336027, -0.570103], [-0.002712, -2.537778, 1.060452], [1.081058, -2.457243, -0.330327], [1.511014, -0.856975, 1.701030], [2.166165, -0.361818, 0.071653], [-0.175027, 1.177174, 1.336387], [0.067427, 3.376089, 0.309689], [-1.104688, 1.845163, -0.799104], [0.229505, 0.817206, -1.592163], [-2.013577, -0.326118, -1.607651], [-2.076069, -0.288251, 0.396986]],
  "forces_ev_per_angstrom": [[-1.309, 0.185, -0.379], [2.041, 0.364, -0.226], [-2.887, -2.292, -1.134], [0.777, -1.361, -0.423], [1.052, -1.284, 0.898], [3.548, -0.663, -3.333], [-0.968, -1.310, 0.996], [-2.575, 0.336, 0.703], [-2.091, 1.395, -1.557], [3.858, 0.354, 0.132], [-0.448, 1.631, -1.741], [1.370, 1.754, -0.042], [-0.172, 0.727, 0.686], [-0.201, 1.838, -0.933], [-1.869, -0.331, 0.791], [-0.884, 0.665, 2.337], [3.279, -1.002, 1.128], [-0.007, -0.699, -0.002], [-2.350, -0.228, 1.195], [-0.097, -0.438, 2.406], [-0.068, 0.361, -1.501]]
}


No. 2
{
  "formula": "C8H29N12NiO10",
  "method": "wB97M-V/def2-TZVPD",
  "total_charge": 1,
  "e_lumo_ha": [-0.2256, -0.2487],
  "gap_ev": [4.483, 3.854],
  "spin_multiplicity": 3,
  "elements": ["Ni", "O", "C", "O", "O", "H", "C", "O", "H", "H", "H", "H", "C", "O", "N", "N", "H", "H", "H", "H", "C", "O", "N", "N", "H", "H", "H", "H", "C", "O", "N", "N", "H", "H", "H", "H", "C", "O", "N", "N", "H", "H", "H", "H", "C", "O", "N", "N", "H", "H", "H", "H", "C", "O", "N", "N", "H", "H", "H", "H"],
  "positions_angstrom": [[-2.946749, -1.066992, -1.404169], [1.071291, -0.103552, -0.572339], [-0.080989, -0.560592, -0.004059], [-1.047059, -0.426582, -0.808489], [-0.147499, -0.781062, 1.199271], [0.567801, 0.118098, -1.359099], [-0.323249, 3.671458, -1.352339], [-1.067159, 4.235968, -0.301389], [0.658151, 4.127918, -1.223519], [-0.181919, 2.591278, -1.315809], [-0.925619, 3.883018, -2.235799], [-1.032909, 5.148048, -0.598929], [0.183551, 2.796848, 3.223191], [0.644931, 2.735628, 4.360511], [0.058561, 1.939408, 2.285341], [-0.276209, 3.853498, 2.637671], [0.282451, 0.960398, 2.392581], [-0.412029, 2.131518, 1.412571], [-0.668439, 3.676748, 1.723881], [-0.254159, 4.730158, 3.138751], [4.541431, -1.727482, -2.718419], [4.362791, -2.880512, -2.362329], [5.656081, -1.317012, -3.273619], [3.572391, -0.824942, -2.731219], [6.391511, -2.008742, -3.246189], [5.731491, -0.363962, -3.599339], [2.778561, -1.093102, -2.167289], [3.629141, -0.089562, -3.421219], [-2.499859, -3.418562, 0.702271], [-2.563459, -2.776842, -0.335819], [-2.122779, -2.875662, 1.819671], [-3.136309, -4.568332, 0.846991], [-2.311319, -3.210872, 2.753581], [-1.385769, -2.185822, 1.787431], [-3.644129, -5.061382, 0.126491], [-2.987609, -5.158322, 1.653161], [2.384841, -1.746612, 3.422111], [3.282341, -2.247392, 4.047131], [1.186641, -1.646092, 3.960341], [2.368291, -1.359332, 2.189531], [0.399691, -1.294892, 3.433591], [1.022521, -2.135112, 4.828691], [1.483701, -1.284462, 1.707871], [3.321931, -1.516472, 1.896311], [1.675941, 0.775298, -4.684789], [2.832111, 0.474308, -4.894279], [1.131291, 1.174638, -3.566379], [0.696901, 0.588988, -5.518419], [1.722261, 1.298108, -2.756679], [0.136241, 1.223448, -3.400319], [-0.252679, 0.927568, -5.579729], [1.053681, 0.076008, -6.311929], [-4.161819, 0.189278, 1.322821], [-3.588849, 0.015178, 0.222061], [-3.779749, -0.435322, 2.418951], [-4.999179, 1.155978, 1.548061], [-3.251469, -1.291332, 2.328041], [-4.240649, -0.204942, 3.287631], [-4.984959, 1.734778, 0.720481], [-5.553929, 1.428298, 2.346931]],
  "forces_ev_per_angstrom": [[2.385, -0.048, 4.346], [-0.993, -0.794, 0.564], [0.756, 1.413, 2.049], [-2.888, -0.553, -2.649], [-0.376, -1.130, -0.274], [1.243, 0.570, -1.553], [0.299, -0.130, -0.205], [-0.678, -0.254, 0.637], [0.278, -0.156, -1.200], [-0.315, -0.095, 0.627], [0.890, 0.060, -0.707], [-0.492, 0.440, 0.824], [1.309, 1.537, 3.643], [-0.230, -0.668, -0.636], [0.452, -8.270, -3.341], [-1.693, 5.784, -0.144], [0.168, 0.253, 0.214], [0.326, -0.196, 0.441], [-0.043, 1.870, 0.436], [-0.286, -0.018, -0.508], [-1.141, -1.872, -0.241], [0.163, -0.700, 0.983], [2.367, 0.453, -0.779], [-1.172, 1.069, 1.241], [0.181, 0.600, -0.409], [0.593, -0.445, 0.115], [-0.091, 0.398, -0.567], [-0.730, 0.007, 0.269], [-2.854, -0.858, 0.665], [0.121, 1.371, -3.817], [1.990, 1.776, 2.943], [-0.595, -2.476, -0.020], [0.114, -0.744, -0.409], [0.334, 0.560, -0.319], [0.277, 0.571, -0.338], [0.220, 0.297, 0.019], [-0.756, -1.395, 2.025], [2.015, -0.297, 0.456], [-3.824, 0.036, 2.260], [2.372, 0.841, -2.568], [0.236, -0.029, 0.353], [0.032, 0.340, -0.167], [0.837, 0.114, -0.452], [-0.386, 0.320, -1.656], [0.411, -0.582, 0.337], [0.451, 0.679, -0.445], [0.150, 1.833, 5.290], [-1.566, -1.895, -5.339], [0.014, 0.251, -0.112], [0.421, -0.020, -0.356], [0.580, 0.164, 0.458], [-0.597, 0.198, -0.471], [1.535, -0.778, 1.769], [-0.368, -0.451, -2.063], [0.203, -1.549, 0.806], [-1.518, 2.448, -2.404], [-0.012, 0.133, 0.116], [0.289, -0.233, -0.066], [-0.856, 0.633, 0.355], [0.448, -0.386, -0.023]]
}


No. 3
{
  "formula": "C7H23BOP2S",
  "method": "wB97M-V/def2-TZVPD",
  "e_lumo_ha": -0.0041,
  "gap_ev": 7.919,
  "spin_multiplicity": 1,
  "smiles": "CB(O)[PH3][PH2]=S.CCCCCC",
  "elements": ["C", "B", "O", "P", "P", "S", "H", "H", "H", "H", "H", "H", "H", "H", "H", "C", "C", "C", "C", "C", "C", "H", "H", "H", "H", "H", "H", "H", "H", "H", "H", "H", "H", "H", "H"],
  "positions_angstrom": [[6.199692, -1.716451, 2.422847], [5.040149, -0.512825, 2.559708], [5.434949, 0.933748, 2.691944], [3.139313, -0.938023, 2.599774], [1.032698, -1.465389, 2.857296], [-0.212828, -0.009065, 2.445248], [6.148001, -2.291195, 3.468021], [7.272557, -1.244031, 2.260577], [5.988531, -2.452711, 1.536705], [5.238051, 1.130753, 3.675383], [3.478520, -2.008665, 3.533422], [2.908451, 0.373830, 3.204871], [3.102980, -1.134599, 1.155020], [0.627973, -2.667084, 2.128989], [0.857525, -1.741731, 4.288185], [-2.808048, -0.154316, -4.300891], [-3.722777, 0.595592, -3.345452], [-3.036471, 1.771815, -2.647710], [-1.850923, 1.402119, -1.748821], [-2.165262, 0.409711, -0.626798], [-3.183423, 0.936283, 0.372809], [-1.960063, -0.605715, -3.779586], [-3.359712, -0.959238, -4.793813], [-2.423530, 0.515880, -5.076501], [-4.132421, -0.101787, -2.604913], [-4.579377, 0.979763, -3.911016], [-3.783474, 2.317465, -2.059869], [-2.682433, 2.478533, -3.410495], [-1.452734, 2.323867, -1.305867], [-1.041020, 0.991809, -2.363342], [-1.234364, 0.186537, -0.090243], [-2.514856, -0.540723, -1.041579], [-2.831588, 1.865004, 0.835304], [-3.343397, 0.201835, 1.169257], [-4.150687, 1.129003, -0.098465]],
  "forces_ev_per_angstrom": [[0.224, 0.618, 0.116], [2.755, 1.385, -0.558], [-0.991, -2.990, 2.323], [2.550, 0.451, 0.451], [-3.189, 0.015, 0.560], [0.252, 0.086, -0.158], [0.290, 0.988, -2.303], [-2.193, -1.101, 0.501], [0.303, 1.190, 1.835], [0.289, 0.037, -2.292], [-0.310, -0.184, -0.135], [-0.772, -0.459, -0.275], [-0.425, -0.025, 0.328], [0.691, 0.420, 0.718], [0.569, -0.434, -1.010], [-0.052, -0.157, -0.070], [-0.032, 0.126, 0.051], [-0.042, 0.112, 0.057], [0.032, -0.095, -0.088], [0.242, 0.127, -0.007], [-0.076, -0.156, 0.142], [-0.026, 0.049, -0.062], [0.107, 0.030, -0.027], [0.027, -0.074, 0.077], [0.043, 0.098, -0.036], [0.035, -0.032, 0.088], [0.068, -0.038, -0.025], [-0.057, -0.082, 0.052], [-0.035, -0.089, -0.016], [-0.057, 0.050, 0.016], [-0.195, 0.004, -0.145], [0.000, 0.018, -0.052], [-0.066, -0.082, -0.050], [0.008, 0.157, -0.047], [0.032, 0.038, 0.041]]
}


No. 4
{
  "formula": "C32H46F7N3O9",
  "method": "wB97M-V/def2-TZVPD",
  "e_lumo_ha": -0.0462,
  "gap_ev": 4.882,
  "spin_multiplicity": 1,
  "elements": ["C", "C", "C", "C", "F", "F", "C", "F", "F", "N", "C", "C", "C", "O", "O", "C", "C", "C", "C", "C", "O", "C", "C", "O", "C", "C", "O", "O", "N", "C", "C", "C", "C", "C", "C", "O", "C", "C", "C", "C", "N", "C", "H", "H", "H", "H", "H", "H", "H", "H", "H", "H", "H", "H", "H", "H", "H", "H", "H", "H", "H", "H", "H", "H", "H", "H", "H", "H", "H", "H", "H", "H", "H", "H", "H", "H", "H", "H", "H", "H", "H", "H", "C", "C", "O", "C", "O", "C", "F", "F", "F", "H", "H", "H", "H", "H", "H"],
  "positions_angstrom": [[4.265257, 0.061700, -2.674639], [3.593566, -0.614444, -1.752749], [2.423594, -1.149650, -0.714608], [3.347890, -1.082223, 0.591847], [4.717148, -1.544581, 0.315739], [3.630409, 0.303779, 0.969402], [2.905140, -1.803721, 1.941086], [2.896032, -0.835779, 3.034741], [3.978090, -2.717078, 2.358822], [2.193171, -2.488092, -1.442951], [3.107994, -3.662875, -1.226873], [2.982431, -4.559589, 0.066284], [2.834792, -6.120999, -0.400521], [3.613349, -6.652822, -1.276642], [1.811557, -6.998660, 0.126416], [0.713048, -2.754425, -1.771816], [-0.090031, -3.959279, -1.145936], [-0.456197, -4.003132, 0.409500], [-2.055988, -3.790888, 0.742320], [-2.369043, -2.481828, 1.631076], [-3.174822, -1.576350, 0.814130], [-4.443813, -1.277339, 1.405575], [-4.861478, 0.266537, 1.749091], [-5.355970, -2.146282, 1.663639], [0.105004, -1.216730, -1.891322], [0.452121, -0.806836, -3.444585], [-0.226456, 0.375498, -3.930662], [0.661344, 0.944863, -4.802368], [-1.319903, -1.527699, -1.630708], [-2.104639, -1.912930, -2.861747], [-3.593265, -2.487487, -2.466959], [0.976788, -0.351231, -0.766601], [0.184830, -0.289250, 0.673888], [0.585273, 0.841644, 1.709037], [-0.604551, 1.928412, 2.031389], [-0.452567, 2.506907, 3.372846], [0.956488, 1.261498, -1.095557], [-0.508819, 1.842275, -1.287525], [-0.500304, 3.370505, -1.572068], [0.864363, 4.110355, -1.621908], [2.209690, 3.667649, -1.410669], [2.129195, 2.245758, -1.156212], [5.180218, 0.417819, -3.290790], [1.956742, -2.434459, 1.937390], [2.510584, -2.256799, -2.426144], [2.906615, -4.360799, -2.144843], [4.228055, -3.367247, -1.367104], [4.018895, -4.548840, 0.605943], [2.219351, -4.284510, 0.868114], [2.301189, -7.866554, 0.224927], [0.845988, -3.160694, -2.866118], [0.541508, -4.920199, -1.372872], [-1.081702, -4.174068, -1.723568], [0.227307, -3.407121, 1.118585], [-0.284302, -5.112766, 0.746602], [-2.629950, -3.839024, -0.255037], [-2.449994, -4.700313, 1.359727], [-1.453475, -1.996146, 2.128768], [-3.058163, -2.815105, 2.512926], [-5.523590, 0.601321, 0.847686], [-5.563403, 0.327147, 2.670277], [-3.957131, 0.967469, 1.831295], [0.227796, -1.642172, -4.206455], [1.592204, -0.586284, -3.587596], [0.417147, 1.902981, -4.804726], [-1.887139, -0.768324, -1.240696], [-2.345077, -1.000971, -3.550910], [-1.573807, -2.732981, -3.466897], [-4.261814, -2.312823, -3.398329], [-3.592840, -3.611837, -2.239168], [-4.079783, -1.868898, -1.613025], [-0.968785, -0.173802, 0.538787], [0.319457, -1.306804, 1.184557], [0.715003, 0.323251, 2.750315], [1.521899, 1.461110, 1.546157], [-0.429707, 2.822724, 1.300303], [-1.654446, 1.504806, 1.836994], [0.397600, 3.018953, 3.309038], [-1.499100, 1.292497, -1.233429], [-1.491944, 3.920568, -1.741853], [0.793876, 5.245042, -1.879717], [3.197195, 1.832044, -0.941548], [-0.830700, 8.026851, 3.633424], [-0.527786, 6.563274, 3.900097], [-1.258567, 5.670993, 3.072848], [-0.788937, 5.417311, 1.720234], [0.487357, 5.070565, 1.721551], [-1.122535, 6.570496, 0.711364], [-2.346859, 7.108346, 0.967104], [-1.193364, 6.098607, -0.564182], [-0.250018, 7.599882, 0.699813], [-1.894873, 8.184192, 3.440188], [-0.530226, 8.639143, 4.489364], [-0.274959, 8.394682, 2.771968], [-0.860255, 6.343268, 4.920726], [0.548491, 6.366056, 3.886108], [-1.509964, 4.642958, 1.400625]],
  "forces_ev_per_angstrom": [[-2.219, -4.139, 5.026], [1.947, 4.705, -4.658], [2.622, 2.435, -2.277], [2.885, 1.625, 1.787], [-3.570, 0.473, 0.181], [-1.423, -3.455, -1.619], [2.022, -0.113, 3.446], [-0.428, -2.594, -3.109], [-2.515, 1.810, -1.254], [0.265, -0.701, -0.526], [1.487, -2.143, -1.000], [0.691, -1.520, 0.711], [1.732, -3.014, -3.043], [-3.238, 3.209, 4.183], [2.849, 1.665, 0.160], [-0.521, -0.195, -2.579], [0.228, -1.125, 0.829], [-0.862, -1.802, 0.793], [0.765, -0.342, 0.531], [-1.282, -1.928, 0.646], [-1.469, 1.000, 1.895], [-4.179, -1.519, 1.595], [0.112, -0.318, -1.199], [5.103, 3.365, -1.489], [0.852, -1.968, -0.508], [1.131, 0.199, -0.455], [-1.018, -1.935, 2.357], [1.355, 1.953, -1.838], [-0.754, 0.986, -1.022], [-1.709, -0.279, -0.523], [0.126, 0.704, -0.591], [-1.390, 1.806, 0.349], [-0.076, -0.970, 0.333], [-0.801, 0.254, 2.371], [1.258, 1.434, -1.126], [0.715, -1.231, -1.748], [-1.153, 2.661, -1.164], [4.130, 3.905, -0.579], [2.610, -3.095, 0.597], [-0.402, 0.363, -0.010], [-6.261, -3.830, -0.043], [0.054, -0.820, 0.277], [-2.256, -0.716, 1.286], [1.210, 1.258, 0.007], [-0.279, 0.269, 1.433], [0.244, 1.310, 1.647], [-2.269, 0.041, 0.351], [-1.930, -0.049, -0.940], [0.828, -0.415, -1.479], [-0.902, 1.095, -0.535], [-0.373, 0.845, 1.799], [-0.924, 1.752, 0.335], [1.957, 0.900, 0.795], [-1.158, -0.537, -1.270], [-0.017, 1.980, -0.717], [0.790, 0.579, 1.757], [0.947, 1.556, -1.103], [-1.342, -0.434, -1.257], [1.314, 0.506, -1.553], [1.290, -0.508, 1.509], [1.525, -0.474, -1.547], [-1.410, -1.103, -0.053], [0.097, 0.891, 1.455], [-1.867, -0.330, 0.641], [0.126, -0.948, 0.303], [0.755, -0.172, 0.148], [0.914, -1.558, 1.075], [-0.677, 1.343, 0.889], [1.125, -0.449, 1.516], [-0.008, 1.757, -0.131], [1.020, -1.249, -1.332], [2.175, -0.383, -0.265], [-0.310, 1.297, -0.726], [-0.084, 0.823, -1.864], [-1.123, -1.067, -0.197], [-0.471, -1.585, 1.111], [1.476, 0.438, 0.782], [-1.323, -0.041, -0.069], [1.637, 0.639, -0.068], [1.935, -0.773, 0.351], [0.065, -2.275, 0.659], [-2.307, 0.570, -0.399], [0.257, 0.338, -0.181], [-0.263, -0.182, 0.206], [-0.709, 0.679, -0.184], [1.812, -0.499, 0.757], [-0.569, -0.045, -0.857], [-0.179, 0.390, 1.007], [0.139, -0.013, -0.273], [0.103, 0.061, 0.092], [-0.154, -0.394, -0.314], [0.065, -0.080, 0.111], [-0.051, -0.058, 0.029], [-0.084, 0.022, 0.045], [-0.066, -0.189, -0.101], [-0.032, -0.056, -0.339], [-0.335, -0.276, -0.052]]
}


Listing E_tot for the structures above in their given order: -15502.593, -88160.110, -39765.675, -75827.923 eV.
Listing max |F| for the structures above in their given order: 4.91, 8.93, 3.91, 7.34 eV/Å.